17
Properties=species:S:1:pos:R:3 method="wB97M-V/def2-TZVPD" smiles=C[NH+](C)CP([O-])O e_homo_ev=-7.434 relative_energy_kcal_mol=95.0 charge=0
C 1.3965 -0.5363 1.0975
C 1.0538 0.7529 -0.9530
C -0.5947 -0.9983 -0.4130
N 0.4139 0.0664 0.1724
O -3.1568 -1.0407 0.0565
O -1.7825 1.2140 0.5749
P -2.3354 -0.0721 -0.6399
H 1.9700 -1.4452 0.8148
H 2.0723 0.2569 1.4216
H 0.7727 -0.9123 1.9087
H 1.5330 0.0933 -1.7496
H 0.2918 1.3076 -1.4416
H 1.6821 1.6657 -0.7665
H -0.7734 -1.7679 0.3379
H -0.2331 -1.3530 -1.3179
H -0.3927 0.6896 0.5917
H -1.9175 2.0796 0.3056